# 1
{
  "formula": "C5H10O2",
  "method": "ωB97M-V/def2-TZVPD",
  "symbols": ["C", "C", "O", "C", "C", "C", "O", "H", "H", "H", "H", "H", "H", "H", "H", "H", "H"],
  "coordinates": [[-2.2243, -0.3612, -0.2120], [-0.7296, -0.3306, -0.5173], [-0.3665, 0.8724, -1.1868], [0.1105, -0.5062, 0.7443], [1.6267, -0.3810, 0.5379], [2.0702, 0.8813, -0.1118], [2.0946, 1.8233, 0.6622], [-2.5229, -1.3238, 0.2174], [-2.4856, 0.4211, 0.5132], [-2.8075, -0.1902, -1.1216], [-0.4842, -1.1225, -1.2356], [-0.5400, 1.6087, -0.5828], [-0.1886, 0.2586, 1.4724], [-0.1086, -1.4742, 1.2150], [2.0096, -1.3097, 0.0424], [1.9882, 0.2274, 1.4619], [2.4973, 0.9680, -1.1167]],
  "atomic_forces_ev_per_a": [[-0.03, -0.01, 0.00], [-0.07, -0.26, 0.05], [-0.02, 0.18, 0.09], [-0.17, 0.14, 0.03], [-0.11, 0.59, 0.36], [-0.06, 0.81, 0.02], [0.20, 1.13, -1.16], [0.07, 0.12, -0.06], [0.08, -0.10, -0.11], [0.11, -0.04, 0.11], [-0.05, 0.07, 0.07], [0.03, -0.05, -0.14], [-0.09, -0.03, -0.11], [0.04, 0.18, -0.12], [0.30, 0.78, 1.05], [-0.02, -3.49, 0.14], [-0.23, -0.03, -0.22]],
  "relative_energy_kj_mol": 238.41,
  "smiles": "C[C@@H](O)CCC=O"
}

# 2
{
  "formula": "C5H10O2",
  "method": "ωB97M-V/def2-TZVPD",
  "symbols": ["O", "C", "C", "C", "C", "O", "C", "H", "H", "H", "H", "H", "H", "H", "H", "H", "H"],
  "coordinates": [[2.5644, 0.2597, 0.3302], [1.8307, -0.6079, -0.2145], [-0.0240, -0.6166, 0.5520], [-0.3949, 0.7081, 0.7309], [-1.5286, 1.0193, -0.2109], [-1.5547, -0.0551, -1.1276], [-0.9063, -1.1802, -0.5495], [1.6459, 1.4183, 0.2578], [1.4987, -0.4437, -1.2567], [1.9566, -1.6589, 0.0736], [0.2304, -1.2184, 1.4183], [-0.2876, 1.2368, 1.6707], [0.8550, 1.7003, 0.2056], [-1.4461, 1.9548, -0.7717], [-2.4525, 1.0642, 0.3941], [-0.3533, -1.6793, -1.3570], [-1.6337, -1.9014, -0.1453]],
  "atomic_forces_ev_per_a": [[-0.15, 0.00, -0.26], [0.19, -0.04, -0.10], [-0.23, 0.09, 0.11], [0.00, -0.15, 0.08], [0.05, 0.22, 0.10], [0.02, 0.03, -0.10], [0.13, -0.25, 0.07], [0.01, -0.09, 0.09], [0.01, -0.06, 0.10], [-0.04, 0.15, 0.02], [0.03, 0.07, -0.14], [-0.07, -0.09, -0.13], [-0.05, 0.07, 0.08], [0.04, -0.11, 0.10], [0.08, -0.03, -0.14], [-0.05, 0.02, 0.17], [0.03, 0.16, -0.04]],
  "relative_energy_kj_mol": 539.72
}

Highest occupied orbital energy, record by record: -0.363; -0.331 Ha
Energy, record by record: -346.9346; -346.8199 Eh